Arrangement w

18
Properties=species:S:1:pos:R:3 method="wB97M-V/def2-TZVPD" homo_lumo_gap_ev=8.46 spin_multiplicity=1 homo_ha=-0.27835
C -1.006 1.950 -0.352
C -0.485 -0.586 1.458
N -0.400 0.788 -1.020
C -0.316 -0.830 -0.014
N -0.978 -1.768 -0.589
H -0.969 0.465 -1.801
H -0.797 -1.837 -1.591
H -1.968 1.660 0.075
H -0.361 2.272 0.463
H -1.159 2.766 -1.058
H -0.346 -1.529 1.985
H 0.262 0.119 1.824
H -1.501 -0.239 1.671
C 1.621 -0.950 -0.257
N 2.426 -0.375 0.554
H 3.386 -0.739 0.488
H 1.935 -1.841 -0.841
H 0.657 0.673 -0.994


Arrangement x

18
Properties=species:S:1:pos:R:3 method="wB97M-V/def2-TZVPD" homo_lumo_gap_ev=8.37 spin_multiplicity=1 homo_ha=-0.29582
C -0.868 -0.185 -0.128
C -0.596 -0.472 -1.599
C -1.233 1.261 0.172
N 1.694 -1.024 1.072
C 1.525 0.120 0.369
N 0.581 -1.572 1.669
N 2.112 1.185 0.201
H 2.253 -1.711 0.577
H -1.735 -0.795 0.165
H 0.368 -0.964 2.463
H -0.228 -0.917 0.784
H 1.728 1.786 -0.526
H 0.167 0.196 -2.011
H -0.251 -1.498 -1.747
H -1.502 -0.343 -2.205
H -1.369 1.428 1.243
H -2.171 1.537 -0.324
H -0.476 1.968 -0.175


Energies in eV, measured from the most stable structure: arrangement w 0.000; arrangement x 0.885.


Arrangement w

18
Properties=species:S:1:pos:R:3 method="wB97M-V/def2-TZVPD" homo_lumo_gap_ev=10.11 spin_multiplicity=1 homo_ha=-0.33815
H 1.566 -0.512 -3.683
N 1.852 -0.501 -2.685
C 0.852 -0.110 -1.960
N -0.074 0.909 -2.440
N 0.316 -0.744 -0.838
C 0.055 0.011 0.384
C -0.550 -0.606 1.617
C -0.858 0.484 2.634
H -0.942 0.590 -2.047
H 0.320 0.884 -3.381
H 0.848 -1.599 -0.653
H -0.554 0.871 0.059
H 1.019 0.344 0.782
H -1.450 -1.179 1.362
H 0.196 -1.253 2.148
H -0.916 1.467 2.188
H 0.060 0.626 3.252
H -1.741 0.317 3.261


Arrangement x

18
Properties=species:S:1:pos:R:3 method="wB97M-V/def2-TZVPD" homo_lumo_gap_ev=6.83 spin_multiplicity=1 homo_ha=-0.23514
C -1.758 -1.208 -0.292
N -0.618 -1.123 0.657
C -0.459 0.214 1.339
N -1.461 0.989 1.343
H -0.636 -1.899 1.327
H -1.289 1.820 1.903
H 0.434 0.229 1.953
H -2.681 -0.934 0.209
H -1.803 -2.224 -0.679
H -1.555 -0.505 -1.097
C 2.394 0.390 -1.009
C 0.962 0.691 -0.601
N 0.432 1.736 -1.097
H -0.519 1.876 -0.721
H 0.272 -0.943 0.074
H 3.026 0.298 -0.119
H 2.806 1.168 -1.661
H 2.451 -0.574 -1.527


Energies in eV, measured from the most stable structure: arrangement w 0.000; arrangement x 2.707.


Arrangement w

18
Properties=species:S:1:pos:R:3 method="wB97M-V/def2-TZVPD" homo_lumo_gap_ev="8.12 / 8.12" smiles="[H]/N=C(/C)N.C=CN" spin_multiplicity=1 homo_ha="-0.27603 / -0.27602"
H -1.187 1.506 1.264
N -0.973 0.579 1.630
C -0.015 -0.046 0.980
C 0.552 -1.287 1.650
N 1.143 0.780 0.463
H 1.244 -1.804 0.979
H 1.099 -1.013 2.552
H -0.276 -1.940 1.917
H 0.972 1.778 0.536
H 2.052 0.602 0.879
C -0.675 -0.863 -0.836
C -0.013 0.121 -1.612
N -0.690 1.205 -2.070
H -0.418 -1.899 -1.015
H -1.759 -0.788 -0.848
H 0.980 -0.062 -1.997
H -0.756 1.426 -3.054
H -1.281 1.706 -1.419


Arrangement x

18
Properties=species:S:1:pos:R:3 method="wB97M-V/def2-TZVPD" homo_lumo_gap_ev=7.83 spin_multiplicity=1 homo_ha=-0.28026
C 1.445 -1.640 -1.690
C -1.829 0.474 0.219
N 0.931 0.523 -0.913
N 1.240 -0.777 -0.547
C -0.484 0.548 0.920
N -0.635 0.653 2.319
C 0.647 1.178 0.277
H 0.177 0.574 -1.604
H 0.144 -0.662 0.495
H 0.215 0.893 2.811
H -1.402 1.235 2.628
H 1.535 1.272 0.900
H 1.468 -2.669 -1.331
H 2.408 -1.434 -2.170
H 0.662 -1.538 -2.461
H -2.438 -0.302 0.682
H -1.727 0.245 -0.842
H -2.359 1.426 0.308


Energies in eV, measured from the most stable structure: arrangement w 0.000; arrangement x 1.200.


Arrangement w

18
Properties=species:S:1:pos:R:3 method="wB97M-V/def2-TZVPD" homo_lumo_gap_ev=9.03 smiles="C=C(N)C(C)(N)N" spin_multiplicity=1 homo_ha=-0.29346
C -0.640 0.798 -1.802
C -0.802 0.265 -0.594
N -2.037 0.101 0.011
C 0.379 -0.249 0.220
C 0.995 0.922 0.996
N 1.392 -0.763 -0.690
N -0.114 -1.218 1.199
H -1.477 1.183 -2.358
H 0.328 0.846 -2.259
H -2.761 0.719 -0.318
H -1.995 -0.019 1.011
H 0.243 1.390 1.623
H 1.386 1.650 0.292
H 1.807 0.569 1.627
H 1.014 -1.493 -1.282
H 2.185 -1.130 -0.175
H 0.647 -1.565 1.772
H -0.550 -2.005 0.728


Arrangement x

18
Properties=species:S:1:pos:R:3 method="wB97M-V/def2-TZVPD" homo_lumo_gap_ev=7.67 spin_multiplicity=1 homo_ha=-0.24966
C -2.097 -0.802 0.522
N -0.969 0.126 0.373
N -1.141 1.121 -0.635
H -0.553 0.573 1.210
H -1.573 0.737 -1.471
H -0.221 1.392 -0.990
H -2.099 -1.502 -0.318
H -3.032 -0.244 0.521
H -1.972 -1.357 1.448
C 0.650 -0.716 0.195
C 2.230 1.388 0.593
C 1.037 -1.014 -1.055
N 1.477 0.611 1.215
H 0.655 -1.481 0.960
H 2.293 1.314 -0.519
H 2.848 2.141 1.099
H 1.465 -1.979 -1.275
H 1.003 -0.309 -1.872


Arrangement y

18
Properties=species:S:1:pos:R:3 method="wB97M-V/def2-TZVPD" homo_lumo_gap_ev=7.37 spin_multiplicity=1 homo_ha=-0.24847
C 0.053 2.068 -0.119
C -2.094 -0.952 -0.040
C -1.031 0.023 -0.503
N -0.712 0.981 0.420
H -1.261 0.359 -1.534
H -0.420 2.528 -1.007
H 0.172 2.842 0.643
H 1.075 1.762 -0.450
H -1.874 -1.309 0.967
H -3.054 -0.438 0.012
H -2.188 -1.799 -0.721
N 2.360 -1.018 0.792
C 1.066 -0.876 0.486
N 0.586 -0.820 -0.737
H 3.074 -0.647 0.183
H 2.628 -1.198 1.744
H 1.235 -0.515 -1.452
H 0.384 -0.991 1.314


Arrangement z

18
Properties=species:S:1:pos:R:3 method="wB97M-V/def2-TZVPD" homo_lumo_gap_ev=8.96 spin_multiplicity=1 homo_ha=-0.30895
C 0.160 1.285 -0.423
C -0.511 -1.224 0.375
C -1.774 -1.599 -0.376
N -0.770 0.690 0.458
N 0.733 2.539 -0.018
C 1.191 0.069 -0.375
N 2.061 0.055 0.564
H -0.434 0.851 1.409
H -0.251 1.337 -1.435
H 1.023 2.450 0.961
H 1.510 3.046 -0.418
H 2.555 -0.827 0.680
H 1.197 -0.347 -1.381
H 0.267 -1.973 0.199
H -0.641 -1.301 1.453
H -2.612 -0.980 -0.064
H -2.052 -2.634 -0.162
H -1.653 -1.438 -1.448


Energies in eV, measured from the most stable structure: arrangement w 0.000; arrangement x 5.416; arrangement y 2.548; arrangement z 4.348.


Arrangement w

23
Properties=species:S:1:pos:R:3 method="wB97M-V/def2-TZVPD" homo_lumo_gap_ev=9.03 smiles=CN[C@@H](C)CNCN spin_multiplicity=1 homo_ha=-0.29184
C 2.195 -0.230 -1.300
N 1.850 0.196 0.061
C 0.545 -0.247 0.626
C 0.784 -0.896 2.007
C -0.341 1.016 0.806
N -1.213 1.353 -0.326
C -2.418 0.503 -0.511
N -2.250 -0.395 -1.627
H 3.269 -0.432 -1.247
H 2.163 0.606 -2.004
H 1.573 -1.058 -1.633
H 2.597 0.091 0.727
H 0.201 -0.972 -0.093
H 0.060 -0.677 2.785
H 0.735 -1.975 1.827
H 1.773 -0.694 2.427
H 0.373 1.837 0.896
H -0.942 0.973 1.711
H -0.746 1.558 -1.191
H -3.161 1.273 -0.725
H -2.616 -0.013 0.436
H -1.404 -0.950 -1.598
H -3.026 -0.870 -2.052


Arrangement x

23
Properties=species:S:1:pos:R:3 method="wB97M-V/def2-TZVPD" homo_lumo_gap_ev=9.64 smiles=C[C@H](N)CNCCN spin_multiplicity=1 homo_ha=-0.31784
C 0.766 0.130 1.968
C 1.079 1.395 1.197
N -0.091 2.247 1.285
C 1.353 0.998 -0.278
N 0.140 0.583 -1.008
C -0.087 -0.868 -1.164
C -1.597 -1.129 -1.184
N -2.023 -2.482 -0.781
H -0.057 -0.474 1.549
H 1.614 -0.572 1.998
H 0.399 0.339 2.973
H 2.001 1.780 1.644
H 0.008 3.224 1.029
H -0.813 1.795 0.732
H 1.995 0.106 -0.262
H 1.883 1.825 -0.763
H 0.224 0.992 -1.925
H 0.571 -1.426 -0.506
H 0.242 -1.081 -2.209
H -1.974 -1.041 -2.200
H -2.050 -0.394 -0.503
H -2.030 -3.062 -1.601
H -1.551 -2.884 0.010


Energies in eV, measured from the most stable structure: arrangement w 0.471; arrangement x 0.000.


Arrangement w

23
Properties=species:S:1:pos:R:3 method="wB97M-V/def2-TZVPD" homo_lumo_gap_ev=9.53 spin_multiplicity=1 homo_ha=-0.31375
C 2.311 0.542 -0.788
C 2.584 -0.022 0.576
N 2.408 -1.218 0.954
N 2.003 -2.174 0.084
H 2.443 1.620 -0.788
H 2.991 0.104 -1.519
H 1.288 0.310 -1.092
H 2.974 0.638 1.337
H 1.495 -1.865 -0.741
H 1.568 -2.945 0.571
C -2.574 1.610 0.401
C -1.170 1.195 -0.047
N -1.070 -0.115 -0.668
C -1.333 -1.224 0.229
H -3.269 1.565 -0.437
H -2.556 2.628 0.779
H -2.941 0.959 1.192
H -0.492 1.201 0.811
H -0.800 1.922 -0.777
H -1.707 -0.160 -1.459
H -2.352 -1.244 0.637
H -1.168 -2.156 -0.313
H -0.630 -1.170 1.060


Arrangement x

23
Properties=species:S:1:pos:R:3 method="wB97M-V/def2-TZVPD" homo_lumo_gap_ev=9.45 smiles=CN[C@H](CN)CCN spin_multiplicity=1 homo_ha=-0.30923
C 2.451 -0.600 -0.781
N 1.718 -0.057 0.346
C 0.302 0.129 0.107
C -0.246 1.056 1.161
N 0.408 2.382 1.081
C -0.440 -1.226 0.109
C -1.485 -1.388 -1.006
N -2.646 -0.538 -0.907
H 2.419 -1.698 -0.777
H 3.509 -0.343 -0.702
H 2.069 -0.287 -1.757
H 2.134 0.799 0.684
H 0.134 0.578 -0.897
H 0.003 0.635 2.135
H -1.322 1.143 1.110
H 0.382 2.894 1.950
H 0.060 2.921 0.305
H 0.301 -2.018 0.088
H -0.887 -1.351 1.102
H -0.964 -1.176 -1.941
H -1.789 -2.435 -1.019
H -3.231 -0.664 -0.102
H -2.477 0.428 -1.154


Energies in eV, measured from the most stable structure: arrangement w 1.021; arrangement x 0.000.